No. 1
Here is the ion C4H13N3 with charge -1 from the Open Molecules 2025 dataset. Energies are from ωB97M-V with the def2-TZVPD basis set.

Each line ends with the Löwdin charge.
Geometry (Å):
C (0.3950, -1.0377, 0.2815)  -0.3744
C (-1.0446, -1.0022, -0.2229)  -0.2200
C (-0.9674, -0.2271, -1.5812)  -0.3462
N (-2.3668, -0.0414, -2.1183)  -0.0365
N (1.2019, 0.1009, 0.0919)  -0.1440
C (1.0345, 1.1364, 1.1010)  -0.6089
N (1.7189, 0.8049, 2.3878)  -0.0871
H (0.7757, -1.9295, -0.3469)  0.1145
H (0.5172, -1.4593, 1.2985)  0.0985
H (-1.5610, -0.2120, 0.4070)  0.1056
H (-1.4078, -2.0387, -0.2872)  0.1053
H (-0.3143, -0.5365, -2.3827)  0.0827
H (-0.4248, 0.6699, -1.3099)  0.0654
H (-2.4885, 0.9593, -2.0055)  0.0288
H (-2.8418, -0.3823, -1.2668)  0.0336
H (2.0291, -0.0935, -0.4349)  0.0478
H (1.2801, 2.0645, 0.5059)  0.0169
H (-0.1002, 1.0771, 1.2013)  0.0889
H (1.9612, 1.8661, 2.5697)  0.0040
H (2.6038, 0.2810, 2.1117)  0.0249

Output
Total charge: -1
ΔE to the lowest compared entry with this formula, charge and spin: 200.93 kJ/mol
Maximum force: 3.97 eV/A
Spin multiplicity: 2
Highest occupied orbital energy (alpha / beta): 1.2 / -4.8 eV
Gap between HOMO and LUMO (alpha / beta): 2.824 / 8.724 eV
Expectation value of S²: 0.750

No. 2
Here is the ion C4H13N3 with charge -1 from the Open Molecules 2025 dataset. Energies are from ωB97M-V with the def2-TZVPD basis set.

Each line ends with the Löwdin charge.
Geometry (Å):
N (-0.1937, -0.1603, -1.7203)  0.0103
C (0.2094, -0.0059, -0.2047)  -0.4286
C (-0.6755, -0.8087, 0.8463)  -0.2259
C (-2.0519, -0.5949, 0.3600)  -0.4042
N (-2.2303, 0.8320, 0.4542)  -0.1130
C (1.7289, -0.1763, 0.2945)  -0.3719
N (2.8198, 0.5914, -0.4096)  -0.1005
H (0.2774, -1.0347, -2.0242)  0.0517
H (0.1411, 0.6310, -2.2053)  -0.0439
H (0.0454, 1.0476, -0.1034)  0.0181
H (-0.6425, -0.4264, 1.8628)  0.0931
H (-0.5058, -1.8752, 0.8505)  0.0941
H (-2.3553, -0.7443, -0.7205)  0.1059
H (-2.8177, -1.0933, 0.9956)  0.0883
H (-1.4624, 1.3160, 1.0397)  0.0397
H (-2.1870, 1.3794, -0.5142)  0.0657
H (1.6752, 0.0930, 1.4055)  0.0550
H (2.1072, -1.3125, 0.4401)  0.1132
H (2.5090, 1.5326, -0.7606)  -0.0140
H (3.6089, 0.8097, 0.1136)  -0.0331

Output
Total charge: -1
ΔE to the lowest compared entry with this formula, charge and spin: 189.80 kJ/mol
Maximum force: 4.56 eV/A
Spin multiplicity: 2
Highest occupied orbital energy (alpha / beta): 1.2 / -5.0 eV
Gap between HOMO and LUMO (alpha / beta): 2.950 / 9.093 eV
Expectation value of S²: 0.750

No. 3
Here is an isolated molecule of C4H13N3 from the Open Molecules 2025 dataset. Energies are from ωB97M-V with the def2-TZVPD basis set.

Each line ends with the Löwdin charge.
Geometry (Å):
C (-1.4202, 0.3060, -0.7086)  -0.0799
C (-0.2880, 0.2240, 0.3669)  -0.4095
C (0.1160, 1.6969, 0.9047)  -0.2871
N (-0.8068, 2.6787, 1.3191)  0.0023
N (0.8883, -0.4066, -0.0981)  -0.0563
C (0.7553, -1.9128, -0.1786)  -0.3297
N (1.4775, -2.4136, -1.3366)  -0.0337
H (-2.5173, 0.5137, -0.5212)  0.0782
H (-1.1286, 1.0298, -1.5127)  0.0832
H (-1.5552, -0.6411, -1.2713)  0.0561
H (-0.6369, -0.2417, 1.3818)  0.1634
H (0.7723, 2.0687, 0.2224)  0.0577
H (0.8855, 1.4563, 1.6439)  0.0997
H (-0.6834, 3.6236, 1.5581)  0.0502
H (-1.7962, 2.4213, 1.1581)  0.0794
H (1.3502, 0.0433, -0.9053)  0.1284
H (-0.3103, -2.2383, -0.3516)  0.1018
H (0.9560, -2.4569, 0.8530)  0.1322
H (2.5224, -2.2981, -1.2150)  0.0872
H (1.4195, -3.4533, -1.3093)  0.0762

Output
ΔE to the lowest compared entry with this formula, charge and spin: 213.92 kJ/mol
Maximum force: 4.31 eV/A
Structure (SMILES): C[C@H](CN)NCN
Highest occupied orbital energy: -8.3 eV
Gap between HOMO and LUMO: 9.409 eV